Entry from the OMol25 dataset: the ion CFN2O3 with charge -1 in a non-equilibrium geometry (wB97M-V/def2-TZVPD).

Each atom is followed by the atoms it is bonded to, with distances in Å.
Element x y z (Å)
1 C -1.147 -0.050 0.156  N2 1.300, O5 1.172, F7 1.533
2 N 0.011 0.520 0.004  C1 1.300, N3 1.315
3 N 1.230 0.037 -0.101  N2 1.315, O4 1.219, O6 1.216
4 O 1.512 -0.896 -0.833  N3 1.219
5 O -1.410 -1.018 0.762  C1 1.172
6 O 2.087 0.657 0.499  N3 1.216
7 F -2.284 0.751 -0.487  C1 1.533

Results
E ... -473.168485 Ha
Total charge ... -1
SMILES ... O=[N+]([O-])/N=C(\[O-])F

Entry from the OMol25 dataset: the ion CFN2OS with charge -1 in a non-equilibrium geometry (wB97M-V/def2-TZVPD).

Each atom is followed by the atoms it is bonded to, with distances in Å.
Element x y z (Å)
1 C 1.426 -0.161 -0.019  N2 1.149, N3 1.308
2 N 2.405 -0.694 0.257  C1 1.149
3 N 0.342 0.434 -0.448  C1 1.308, O4 1.334, S6 1.818
4 O -0.127 1.539 0.134  N3 1.334, S6 1.826
5 F -2.690 -1.306 -0.076  S6 2.015
6 S -1.356 0.188 0.151  N3 1.818, O4 1.826, F5 2.015

Results
E ... -720.822713 Ha
Total charge ... -1

Entry from the OMol25 dataset: an isolated molecule of CFN3O2 in a non-equilibrium geometry (wB97M-V/def2-TZVPD).

Each atom is followed by the atoms it is bonded to, with distances in Å.
Element x y z (Å)
1 C 0.211 -1.042 0.232  N2 1.231, N3 1.195
2 N 0.120 -1.836 1.168  C1 1.231, F7 1.410
3 N 0.491 -0.030 -0.338  C1 1.195, N4 1.425
4 N -0.223 1.036 -0.958  N3 1.425, O5 1.186, O6 1.182
5 O -1.005 0.722 -1.793  N4 1.186
6 O 0.098 2.102 -0.560  N4 1.182
7 F 0.309 -0.951 2.249  N2 1.410

Results
E ... -452.448120 Ha
SMILES ... O=[N+]([O-])N=C=NF